A | {
  "formula": "C17H39GaO2P3",
  "method": "ωB97M-V with the def2-TZVPD basis set",
  "species": ["Ga", "P", "P", "P", "H", "C", "C", "H", "C", "C", "C", "C", "C", "C", "C", "C", "C", "H", "H", "H", "H", "H", "H", "H", "H", "H", "H", "H", "H", "H", "H", "H", "H", "H", "H", "H", "H", "H", "H", "H", "H", "H", "H", "H", "H", "H", "C", "C", "C", "C", "C", "C", "O", "H", "H", "H", "H", "H", "H", "O", "H", "H"],
  "xyz": [[-2.717, 1.828, -0.139], [-2.396, -0.571, 0.470], [1.365, -0.062, 2.736], [1.340, -2.130, -0.978], [-1.781, 4.194, 0.189], [-2.053, 3.571, -0.682], [-3.505, 3.367, -0.893], [-4.272, 3.798, -0.227], [-3.980, -0.334, 1.397], [-1.769, -1.942, 1.496], [-2.950, -1.552, -0.961], [2.769, 1.072, 2.639], [0.138, 0.520, 3.961], [1.800, -1.790, 2.983], [1.309, -2.733, -2.723], [2.138, -3.588, -0.178], [2.704, -0.917, -0.803], [-1.441, 3.795, -1.574], [-3.956, 3.245, -1.867], [-4.545, 0.540, 1.021], [-3.754, -0.180, 2.463], [-4.563, -1.252, 1.249], [-1.603, -1.623, 2.529], [-0.851, -2.362, 1.082], [-2.548, -2.721, 1.497], [-3.202, -0.912, -1.810], [-3.834, -2.113, -0.647], [-2.154, -2.240, -1.261], [3.638, 0.729, 3.206], [2.472, 2.068, 2.986], [3.043, 1.151, 1.582], [0.153, -0.136, 4.838], [-0.876, 0.510, 3.566], [0.381, 1.518, 4.329], [2.876, -1.924, 3.095], [1.475, -2.348, 2.107], [1.271, -2.217, 3.836], [1.592, -3.795, -2.778], [1.937, -2.147, -3.419], [0.276, -2.608, -3.081], [2.563, -4.278, -0.921], [1.333, -4.110, 0.364], [2.919, -3.289, 0.535], [3.466, -0.980, -1.577], [3.174, -1.054, 0.174], [2.301, 0.105, -0.823], [0.724, 1.554, -1.820], [1.474, 2.638, -2.448], [2.132, 2.372, -3.618], [1.822, 1.213, -4.327], [0.694, 0.443, -3.998], [0.037, 0.658, -2.777], [0.847, 1.325, -0.586], [1.069, -0.092, 1.273], [1.639, 3.546, -1.886], [2.883, 3.037, -3.995], [2.405, 0.969, -5.200], [0.367, -0.349, -4.669], [-0.865, 0.061, -2.505], [-1.785, 2.549, 2.286], [-2.263, 3.348, 2.651], [-0.863, 2.627, 2.632]],
  "total_charge": 3,
  "orbital_gap_ev": [4.0, 4.7],
  "mol_weight_g_mol": 438.1,
  "spin_multiplicity": 1
}

B | {
  "formula": "C17H39GaO2P3",
  "method": "ωB97M-V with the def2-TZVPD basis set",
  "species": ["Ga", "P", "P", "P", "H", "C", "C", "H", "C", "C", "C", "C", "C", "C", "C", "C", "C", "H", "H", "H", "H", "H", "H", "H", "H", "H", "H", "H", "H", "H", "H", "H", "H", "H", "H", "H", "H", "H", "H", "H", "H", "H", "H", "H", "H", "H", "C", "C", "C", "C", "C", "C", "O", "H", "H", "H", "H", "H", "H", "O", "H", "H"],
  "xyz": [[-0.404, 3.383, -0.492], [1.364, -0.749, 2.768], [1.510, 3.829, 0.641], [-1.240, -2.327, 1.254], [0.162, 2.754, -2.842], [-0.597, 2.544, -2.080], [-1.608, 3.615, -1.776], [-1.522, 4.560, -2.335], [2.721, -1.692, 1.941], [2.424, 0.438, 3.699], [1.013, -1.913, 4.157], [2.319, 5.370, 0.116], [1.390, 3.921, 2.449], [2.694, 2.495, 0.264], [-2.692, -2.524, 0.142], [-1.826, -3.358, 2.668], [-0.131, -3.562, 0.448], [-0.927, 1.498, -2.132], [-2.657, 3.316, -1.635], [3.412, -2.106, 2.687], [3.265, -1.008, 1.277], [2.297, -2.503, 1.336], [3.105, -0.115, 4.360], [1.779, 1.083, 4.311], [3.007, 1.065, 3.013], [1.138, -2.958, 3.847], [-0.026, -1.758, 4.476], [1.679, -1.692, 5.001], [3.238, 5.523, 0.701], [1.639, 6.215, 0.279], [2.570, 5.316, -0.951], [2.187, 4.576, 2.831], [1.481, 2.927, 2.908], [0.419, 4.356, 2.721], [3.712, 2.816, 0.528], [2.660, 2.274, -0.811], [2.439, 1.579, 0.815], [-3.469, -3.127, 0.626], [-2.397, -2.978, -0.812], [-3.088, -1.521, -0.064], [-2.599, -4.056, 2.327], [-2.257, -2.681, 3.418], [-0.993, -3.906, 3.125], [-0.736, -4.331, -0.051], [0.530, -4.028, 1.189], [0.482, -3.044, -0.302], [-1.361, -1.104, -3.696], [-0.426, -1.302, -4.729], [-0.806, -2.394, -5.509], [-2.170, -2.614, -5.794], [-3.142, -1.858, -5.113], [-2.749, -1.108, -3.996], [-0.987, -1.213, -2.373], [-0.149, -1.570, -2.323], [0.511, -0.752, -4.780], [-0.029, -3.086, -5.826], [-2.447, -3.340, -6.549], [-4.184, -1.866, -5.455], [-3.453, -0.587, -3.348], [-1.758, 1.883, 0.887], [-1.608, 1.650, 1.822], [-2.713, 1.752, 0.744]],
  "total_charge": 3,
  "orbital_gap_ev": [3.9, 4.0],
  "mol_weight_g_mol": 438.1,
  "spin_multiplicity": 1
}

Calculated relative energies: A 7.8; B 0.0, given in kcal/mol

A | {
  "formula": "C18H48N3O9",
  "method": "ωB97M-V with the def2-TZVPD basis set",
  "species": ["C", "C", "O", "N", "H", "H", "C", "H", "H", "H", "H", "H", "H", "C", "C", "O", "N", "H", "H", "C", "H", "H", "H", "H", "H", "H", "N", "O", "O", "O", "C", "C", "C", "O", "H", "H", "H", "H", "H", "H", "H", "H", "C", "C", "C", "O", "H", "H", "H", "H", "H", "H", "H", "H", "C", "C", "C", "O", "H", "H", "H", "H", "H", "H", "H", "H", "C", "C", "C", "O", "H", "H", "H", "H", "H", "H", "H", "H"],
  "xyz": [[30.184, 18.580, 24.359], [29.934, 19.941, 24.860], [29.935, 20.174, 26.178], [30.147, 21.160, 24.008], [29.332, 21.937, 24.182], [30.936, 21.721, 24.121], [30.409, 20.960, 22.569], [29.834, 17.965, 25.230], [31.325, 18.565, 24.236], [29.738, 18.239, 23.479], [30.700, 21.960, 21.931], [29.541, 20.282, 22.186], [31.192, 20.400, 22.643], [24.265, 21.250, 25.910], [24.106, 21.463, 24.519], [23.179, 22.313, 24.193], [24.967, 20.747, 23.486], [25.879, 20.462, 23.960], [24.571, 19.869, 23.221], [25.379, 21.339, 22.252], [23.583, 21.909, 26.636], [25.283, 21.565, 26.105], [24.362, 20.144, 26.141], [25.554, 22.390, 22.620], [24.719, 21.061, 21.566], [26.117, 20.850, 21.654], [27.163, 23.499, 24.327], [28.221, 22.883, 24.508], [26.308, 23.571, 25.240], [27.111, 24.216, 23.260], [28.266, 24.214, 28.264], [27.087, 23.308, 28.421], [26.656, 22.946, 29.817], [25.990, 23.904, 27.888], [28.413, 24.346, 27.219], [29.124, 23.608, 28.790], [28.154, 25.195, 28.646], [27.289, 22.396, 27.913], [25.666, 22.295, 30.025], [26.661, 23.725, 30.364], [27.542, 22.405, 30.301], [25.727, 23.726, 27.012], [29.676, 27.953, 25.226], [28.566, 26.851, 25.196], [27.444, 27.264, 26.253], [28.018, 26.937, 23.903], [30.491, 27.662, 24.591], [30.126, 27.855, 26.182], [29.453, 28.979, 24.881], [28.920, 25.904, 25.557], [26.710, 27.871, 25.824], [27.802, 27.375, 27.223], [26.761, 26.385, 26.325], [27.633, 26.051, 23.690], [29.232, 24.361, 18.701], [28.045, 23.748, 19.482], [27.598, 22.426, 18.905], [28.490, 23.511, 20.841], [29.258, 24.369, 17.631], [29.925, 23.669, 18.655], [29.573, 25.533, 18.947], [27.170, 24.442, 19.543], [27.401, 22.642, 17.806], [26.555, 22.152, 19.473], [28.189, 21.620, 19.139], [27.773, 23.810, 21.429], [31.912, 25.239, 24.994], [32.241, 23.928, 25.638], [31.107, 23.570, 26.629], [32.187, 22.923, 24.632], [32.318, 25.438, 24.092], [31.786, 26.031, 25.629], [30.865, 25.315, 24.726], [33.305, 23.854, 26.092], [30.964, 24.336, 27.367], [31.330, 22.625, 27.097], [30.129, 23.466, 26.062], [33.006, 23.113, 24.058]],
  "total_charge": 1,
  "orbital_gap_ev": 7.1,
  "mol_weight_g_mol": 450.6,
  "spin_multiplicity": 1
}

B | {
  "formula": "C18H48N3O9",
  "method": "ωB97M-V with the def2-TZVPD basis set",
  "species": ["C", "C", "O", "N", "H", "H", "C", "H", "H", "H", "H", "H", "H", "C", "C", "O", "N", "H", "H", "C", "H", "H", "H", "H", "H", "H", "N", "O", "O", "O", "C", "C", "C", "O", "H", "H", "H", "H", "H", "H", "H", "H", "C", "C", "C", "O", "H", "H", "H", "H", "H", "H", "H", "H", "C", "C", "C", "O", "H", "H", "H", "H", "H", "H", "H", "H", "C", "C", "C", "O", "H", "H", "H", "H", "H", "H", "H", "H"],
  "xyz": [[-0.068, 2.342, -3.244], [-0.139, 0.918, -3.808], [-0.568, 0.751, -5.051], [0.366, -0.341, -3.087], [1.417, -0.040, -2.898], [0.187, -0.134, -2.231], [0.036, -1.554, -3.742], [-0.994, 2.715, -2.794], [0.322, 2.866, -4.291], [0.930, 2.592, -2.425], [-1.131, -1.664, -4.006], [0.198, -2.441, -3.125], [0.508, -1.817, -4.743], [4.845, 2.146, 1.661], [4.263, 0.719, 1.875], [4.654, 0.038, 2.860], [3.346, 0.286, 0.795], [2.364, 0.445, 0.944], [3.616, 0.766, -0.122], [3.256, -1.257, 0.624], [4.147, 3.036, 1.542], [5.338, 2.115, 0.705], [5.628, 2.238, 2.324], [2.609, -1.572, -0.168], [2.959, -1.867, 1.517], [4.184, -1.565, 0.107], [-0.905, 0.012, -0.031], [-1.285, -0.024, 1.197], [-1.462, -0.547, -0.934], [0.410, 0.064, -0.123], [1.663, -1.426, 5.016], [0.524, -1.361, 4.048], [-0.868, -0.888, 4.632], [0.952, -0.519, 2.927], [2.656, -1.684, 4.502], [1.411, -2.008, 6.022], [1.732, -0.591, 5.474], [0.599, -2.455, 3.647], [-1.290, -0.458, 3.737], [-0.831, -0.330, 5.543], [-1.303, -1.734, 4.888], [0.203, -0.205, 2.273], [0.886, 4.017, -0.071], [1.159, 3.955, 1.466], [0.048, 4.383, 2.473], [1.435, 2.578, 1.748], [1.701, 3.506, -0.480], [1.044, 4.962, -0.409], [-0.191, 3.735, -0.295], [2.180, 4.385, 1.588], [-0.475, 5.419, 2.274], [0.509, 4.163, 3.308], [-0.780, 3.613, 2.429], [0.674, 1.916, 1.681], [-3.781, 1.114, -4.343], [-5.063, 0.926, -3.498], [-4.954, -0.075, -2.310], [-5.553, 2.137, -3.210], [-3.908, 1.682, -5.184], [-3.453, 0.138, -4.761], [-3.112, 1.440, -3.751], [-5.777, 0.554, -4.215], [-5.719, 0.111, -1.813], [-4.248, 0.070, -1.610], [-5.073, -1.091, -2.627], [-5.401, 2.784, -3.930], [-0.533, -5.429, -0.238], [-1.015, -4.078, 0.116], [-0.017, -3.834, 1.295], [-0.838, -3.225, -0.968], [-0.866, -6.216, 0.479], [0.433, -5.554, -0.509], [-1.058, -5.842, -1.127], [-2.155, -4.022, 0.371], [-0.186, -2.956, 1.546], [0.910, -3.817, 0.979], [-0.426, -4.577, 2.155], [-0.876, -2.440, -0.595]],
  "total_charge": 1,
  "orbital_gap_ev": 7.6,
  "mol_weight_g_mol": 450.6,
  "spin_multiplicity": 1
}

Calculated relative energies: A 0.0; B 54.3, given in kcal/mol